16
Properties=species:S:1:pos:R:3 method="wB97M-V/def2-TZVPD" multiplicity=1 gap_ev="8.17 / 8.17" de_lowest_kj_mol=425.7 e_homo_ev="-7.823 / -7.822" molar_mass_g_mol=149.65
C 2.16 0.10 1.10
C -0.79 0.70 0.80
C 1.63 -2.05 1.99
C -0.70 0.31 -0.48
C -0.71 1.36 -1.55
N 2.15 -1.04 1.47
S -0.59 -1.42 -0.88
Cl 2.85 0.72 -0.29
H -0.90 1.65 1.09
H -0.67 0.09 1.60
H 1.97 -2.31 2.97
H 0.96 -2.50 1.43
H 0.01 1.11 -2.49
H -0.45 2.35 -1.29
H -1.60 1.53 -2.13
H -0.85 -1.36 -2.23

***

17
Properties=species:S:1:pos:R:3 method="wB97M-V/def2-TZVPD" multiplicity=1 gap_ev="9.66 / 5.85" de_lowest_kj_mol=335.6 e_homo_ev="-10.603 / -7.774" molar_mass_g_mol=166.54
C 1.20 0.84 0.14
C 1.64 2.11 0.00
C -0.07 0.24 0.66
C -1.11 0.40 -0.51
C 0.19 -1.22 0.89
O 1.52 4.99 0.21
O -0.56 0.72 1.80
P 1.00 3.71 0.70
Cl -0.87 3.77 1.16
H 1.97 0.10 -0.15
H 2.73 2.12 -0.22
H -2.14 -0.02 -0.27
H -0.71 -0.09 -1.34
H -1.29 1.37 -0.72
H 0.89 -1.27 1.66
H 0.64 -1.74 0.12
H -0.69 -1.75 1.21

***

16
Properties=species:S:1:pos:R:3 method="wB97M-V/def2-TZVPD" multiplicity=1 gap_ev=10.66 de_lowest_kj_mol=349.3 e_homo_ev=-9.795 molar_mass_g_mol=122.11
C -1.75 -1.14 0.29
O -0.72 -0.24 -0.41
C -1.01 1.11 -0.29
F -1.14 1.46 0.99
F -2.26 1.37 -0.84
H -2.59 -1.26 -0.41
H -2.12 -0.55 1.14
H -1.28 -2.03 0.53
H -0.02 1.37 -0.94
C 2.24 1.69 -0.10
C 2.10 0.47 -0.07
C 1.78 -0.96 0.07
H 2.18 2.86 -0.08
H 2.31 -1.69 0.78
H 0.73 -1.03 0.36
H 1.55 -1.44 -1.01

***

15
Properties=species:S:1:pos:R:3 method="wB97M-V/def2-TZVPD" multiplicity=1 gap_ev=10.37 de_lowest_kj_mol=133.0 e_homo_ev=-9.253 molar_mass_g_mol=101.12
F 2.47 -0.48 -0.28
C 1.19 -0.19 -0.03
C 0.31 -1.31 0.20
C -1.14 -0.67 0.11
C -1.06 0.68 -0.48
C 0.44 1.00 -0.45
N 0.89 0.92 0.92
H 0.44 -1.75 1.18
H 0.39 -2.00 -0.68
H -1.28 -0.48 1.22
H -1.96 -1.38 -0.20
H -1.59 0.74 -1.55
H -1.58 1.61 -0.05
H 0.81 1.80 -1.13
H 1.68 1.50 1.21

***

16
Properties=species:S:1:pos:R:3 method="wB97M-V/def2-TZVPD" multiplicity=1 gap_ev=10.42 de_lowest_kj_mol=242.6 e_homo_ev=-9.422 molar_mass_g_mol=117.12
C 1.07 -0.40 -0.36
C 1.10 1.16 -0.42
C -0.92 0.56 0.69
C -2.01 -0.08 -0.15
C -0.16 -0.75 0.39
H 0.93 -0.92 -1.36
H 1.39 1.50 -1.45
H 1.89 1.41 0.30
H -0.64 2.05 -0.68
H -1.12 0.73 1.75
H -2.33 0.48 -1.03
H -2.86 -0.30 0.45
H 0.04 -1.48 1.17
N -0.14 1.65 0.15
O -1.28 -1.28 -0.48
F 2.16 -0.86 0.30

***

16
Properties=species:S:1:pos:R:3 method="wB97M-V/def2-TZVPD" multiplicity=3 gap_ev="6.19 / 7.21" de_lowest_kj_mol=0.0 e_homo_ev="-5.286 / -10.304" molar_mass_g_mol=117.12
C -0.95 -0.17 1.28
C 0.02 1.66 0.42
C -0.92 0.13 -0.25
C 1.26 -1.03 -0.75
C -0.24 -0.86 -1.13
N -0.24 0.92 1.64
O -1.34 -1.09 1.97
F -0.35 -0.37 -2.46
H 1.04 1.41 0.02
H -0.27 2.68 0.24
H -1.93 0.50 -0.65
H 1.17 -1.28 0.32
H 1.85 -0.13 -0.67
H 1.89 -1.78 -1.28
H -0.80 -1.84 -1.28
H -0.20 1.26 2.60

***

19
Properties=species:S:1:pos:R:3 method="wB97M-V/def2-TZVPD" multiplicity=6 gap_ev="6.71 / 8.20" total_charge=+1 de_lowest_kj_mol=23.3 e_homo_ev="-11.885 / -13.310" molar_mass_g_mol=296.11
C -1.42 0.61 -0.26
O -0.18 0.96 -0.86
Pm 0.97 2.33 -2.70
C -2.36 1.77 -0.03
H -1.89 -0.14 -0.91
H -1.19 0.11 0.70
H -3.22 1.43 0.57
H -1.87 2.59 0.51
H -2.77 2.14 -0.98
C 1.27 0.04 -0.58
O 1.03 -1.31 -0.87
C 1.30 -2.11 0.23
C 1.27 -1.13 1.40
O 1.53 0.11 0.77
O 2.10 0.63 -1.35
F 2.56 -2.66 0.09
H 0.58 -2.93 0.28
H 0.27 -1.11 1.86
H 2.04 -1.34 2.14

***

15
Properties=species:S:1:pos:R:3 method="wB97M-V/def2-TZVPD" multiplicity=1 gap_ev="7.54 / 8.46" de_lowest_kj_mol=357.8 e_homo_ev="-8.603 / -8.443" molar_mass_g_mol=321.93
C -0.05 -0.41 1.44
C -0.64 0.06 0.18
C 0.44 -0.91 0.10
C -0.11 3.19 -0.78
C 0.26 -2.34 -0.34
I -2.60 -0.14 -0.49
I 2.37 -0.12 -0.55
H 0.58 0.27 2.00
H -0.60 -1.09 2.08
H -1.00 3.31 -1.35
H 0.80 2.87 -1.24
H -0.11 3.40 0.27
H 0.33 -2.42 -1.42
H -0.72 -2.69 -0.02
H 1.02 -2.97 0.11

***

15
Properties=species:S:1:pos:R:3 method="wB97M-V/def2-TZVPD" multiplicity=1 gap_ev="8.90 / 5.28" de_lowest_kj_mol=189.5 e_homo_ev="-9.658 / -8.088" molar_mass_g_mol=321.93
C 0.67 -0.42 1.44
C 0.26 -0.32 -0.04
C 1.58 -0.81 0.37
C 0.12 1.06 -0.62
C -0.71 -1.33 -0.62
I 4.36 1.53 -0.03
I 2.66 -2.50 0.01
H 0.83 0.53 1.94
H 0.26 -1.18 2.10
H 0.83 1.75 -0.18
H -0.89 1.44 -0.44
H 0.29 1.04 -1.70
H -0.55 -2.32 -0.19
H -0.57 -1.40 -1.70
H -1.73 -1.02 -0.42

***

17
Properties=species:S:1:pos:R:3 method="wB97M-V/def2-TZVPD" multiplicity=1 gap_ev="6.64 / 7.81" de_lowest_kj_mol=193.9 e_homo_ev="-8.021 / -8.235" molar_mass_g_mol=353.92
C 1.19 1.14 -0.82
C -0.23 -0.78 0.32
C 0.48 -0.38 -0.85
C 2.25 1.20 1.32
C -1.36 -0.03 0.96
O 2.28 1.13 0.00
O 1.49 -1.33 -1.12
I 0.84 2.86 1.99
I 4.17 1.49 2.25
H 1.55 1.09 -1.85
H 0.49 1.98 -0.69
H 0.20 -1.36 1.07
H -0.09 -0.36 -1.68
H -1.33 -0.36 2.07
H -2.31 -0.05 0.36
H -1.05 1.02 0.90
H 1.94 -1.65 -0.29

***

15
Properties=species:S:1:pos:R:3 method="wB97M-V/def2-TZVPD" multiplicity=3 gap_ev="7.72 / 7.93" de_lowest_kj_mol=168.7 e_homo_ev="-7.632 / -9.164" molar_mass_g_mol=209.03
C -0.85 1.13 1.37
C -0.15 0.61 0.45
C -0.50 -0.68 -0.34
C -1.48 -1.62 0.46
C 1.04 1.23 -0.28
N -2.48 -1.00 1.14
I -3.81 0.03 0.04
H -1.34 0.83 2.27
H -0.93 -0.31 -1.29
H 0.63 -1.17 -0.52
H -1.80 -2.13 -0.47
H -0.75 -2.21 1.08
H 0.66 1.98 -0.93
H 1.48 0.47 -0.87
H 1.69 1.56 0.45

***

16
Properties=species:S:1:pos:R:3 method="wB97M-V/def2-TZVPD" multiplicity=1 gap_ev="5.65 / 5.65" total_charge=+1 de_lowest_kj_mol=672.3 e_homo_ev="-12.494 / -12.493" molar_mass_g_mol=223.04
C -0.18 1.53 0.17
C 1.21 2.64 -0.02
C -0.32 2.78 -0.18
C -0.59 -2.31 1.05
C -1.00 -1.94 -1.25
N 1.09 1.22 0.50
N -0.31 -1.77 -0.23
I 2.27 -0.28 -0.16
H 1.76 2.70 -0.97
H 1.60 3.28 0.77
H -1.02 3.55 -0.39
H -0.05 -3.25 1.16
H -0.21 -1.63 1.82
H -1.65 -2.49 1.21
H -0.69 -1.51 -2.19
H -1.92 -2.52 -1.27

***

17
Properties=species:S:1:pos:R:3 method="wB97M-V/def2-TZVPD" multiplicity=1 gap_ev=7.75 total_charge=+1 de_lowest_kj_mol=324.9 e_homo_ev=-12.504 molar_mass_g_mol=239.04
C -0.57 1.80 -0.17
C -0.88 -3.43 0.30
C 0.48 -0.33 0.46
C 1.96 1.31 -0.66
C 0.55 0.83 -0.23
N -1.79 -3.14 -0.33
N 0.20 -1.48 0.83
O -0.68 2.28 1.17
I -2.42 0.59 -0.68
H -0.40 2.43 -1.05
H -0.29 -4.19 0.72
H 1.79 1.62 -1.64
H 2.37 2.18 -0.11
H 2.62 0.56 -0.75
H -2.34 -2.34 -0.71
H 0.62 -1.75 1.72
H -1.21 3.05 1.13

***

19
Properties=species:S:1:pos:R:3 method="wB97M-V/def2-TZVPD" multiplicity=1 gap_ev="6.58 / 7.18" de_lowest_kj_mol=596.9 e_homo_ev="-7.991 / -8.248" molar_mass_g_mol=269.04
C -1.36 0.72 -0.78
C 2.15 -0.90 -0.09
C -2.65 1.17 -1.30
C 0.57 -2.38 0.77
C 0.80 1.37 -0.17
N -0.33 1.43 -0.84
N 1.83 -1.97 0.38
N 0.93 1.10 1.26
O 0.09 0.54 1.97
O 2.07 1.34 1.69
I 4.01 -0.25 -0.63
H -1.15 -0.28 -0.25
H -2.64 2.29 -1.62
H -3.06 0.41 -1.95
H -3.42 1.05 -0.44
H 0.34 -3.30 0.17
H -0.36 -1.74 0.47
H 0.56 -2.63 1.81
H 1.62 2.04 -0.46

***

15
Properties=species:S:1:pos:R:3 method="wB97M-V/def2-TZVPD" multiplicity=1 gap_ev=9.31 de_lowest_kj_mol=143.0 e_homo_ev=-8.763 molar_mass_g_mol=226.00
C -1.01 -0.95 0.90
C -0.60 0.23 0.45
C -1.56 1.30 0.22
C 0.83 0.31 -0.12
C 1.07 -0.96 -1.08
P 2.15 -0.92 0.47
I 3.91 0.44 -0.12
H -1.96 -1.24 1.28
H -0.23 -1.65 0.88
H -2.44 0.91 -0.31
H -1.10 1.96 -0.56
H -1.92 1.86 1.18
H 1.22 1.35 -0.21
H 0.30 -1.62 -0.81
H 1.33 -1.04 -2.16